*one*
DFT (ωB97M-V/def2-TZVPD) results for one molecule with the formula C4H5NO2S.

Summary:
LUMO level: -0.4 eV
HOMO-LUMO gap: 8.263 eV

ORCA input file:
```
! wB97M-V def2-TZVPD RIJCOSX def2/J DEFGRID3
* xyz 0 1
O -0.3813 -0.4268 -2.3490
H -2.8603 -1.4498 0.6857
H 2.1102 -0.2240 1.1949
C 2.0312 0.8765 1.0332
C 0.4719 -0.0142 -1.4958
C 0.0924 0.0427 -0.0706
H 1.3652 0.5044 -1.9882
N -2.2201 -0.9279 -0.0841
S 3.0790 1.9223 1.7691
H -2.2999 -1.1672 -1.1126
H -1.2519 -0.0471 1.4712
C -1.0822 -0.2758 0.4882
O 0.9459 1.1869 0.4578
*
```


*two*
DFT (ωB97M-V/def2-TZVPD) results for one molecule with the formula C4H5NO2S.

Summary:
LUMO level: -0.4 eV
HOMO-LUMO gap: 8.310 eV

ORCA input file:
```
! wB97M-V def2-TZVPD RIJCOSX def2/J DEFGRID3
* xyz 0 1
O -0.5881 -0.3125 0.2048
C -2.7583 -1.0257 0.0263
H -2.2766 1.1096 -0.0643
C 1.7780 -0.0911 -0.0708
H -2.3490 -2.1089 0.2612
H 3.8132 0.3703 0.1321
N 2.8361 0.7258 0.1718
H 2.6792 1.6579 0.0943
C 0.3475 0.5903 -0.0592
O 0.2747 1.7693 -0.1980
H -3.8864 -0.9904 -0.3084
C -1.8798 0.0279 -0.0731
S 2.0096 -1.7225 -0.1166
*
```


Energy above the most stable structure, in eV: *one* 1.409; *two* 0.000


*one*
DFT (ωB97M-V/def2-TZVPD) results for C4H5NO2S as an isolated structure.

Summary:
LUMO level: -0.4 eV
HOMO-LUMO gap: 8.495 eV

ORCA input file:
```
! wB97M-V def2-TZVPD RIJCOSX def2/J DEFGRID3
* xyz 0 1
C -0.6704 -0.4480 0.1579
O 0.6881 -0.8849 -0.2896
O 0.6647 1.5097 -0.0327
C 1.7880 -0.6366 0.4087
H 0.8247 1.5219 -1.3078
N -2.7323 -2.0657 -0.1418
C -0.7188 1.0412 -0.2064
H -0.9949 1.1020 -1.3304
H -1.4297 1.7494 0.4041
H -0.6047 -0.5019 1.3812
C -1.8196 -1.2795 -0.1563
H 1.8303 0.1023 1.3342
S 3.1747 -1.2099 -0.2212
*
```


*two*
DFT (ωB97M-V/def2-TZVPD) results for one molecule with the formula C4H5NO2S.

Summary:
LUMO level: -0.5 eV
HOMO-LUMO gap: 7.883 eV

ORCA input file:
```
! wB97M-V def2-TZVPD RIJCOSX def2/J DEFGRID3
* xyz 0 1
H -1.4036 1.8654 -0.9604
O -1.1074 -0.9575 -0.9932
C -0.5164 1.4500 -0.5417
S 1.4949 -2.0332 -0.4072
C -0.2243 0.1403 -0.5669
C -1.7520 -1.3641 0.1369
H 1.7107 1.6122 0.9238
H 2.5887 -0.1528 1.1796
C 1.1738 -0.3033 -0.0052
O -1.4662 -1.1604 1.2511
H -2.7598 -1.8043 -0.0841
H 0.2661 2.1632 -0.4857
N 1.9953 0.5446 0.5528
*
```


Energy above the most stable structure, in eV: *one* 2.083; *two* 0.000


*one*
DFT (ωB97M-V/def2-TZVPD) results for one molecule with the formula C2H3NO2S.

Summary:
LUMO level (spin up / spin down): 0.6 / -3.0 eV
expectation value of S²: 2.024
HOMO-LUMO gap (spin up / spin down): 7.947 / 7.635 eV

ORCA input file:
```
! wB97M-V def2-TZVPD RIJCOSX def2/J DEFGRID3
* xyz 0 3
O 0.2948 2.9625 -0.9708
H 1.2402 -1.2836 -1.0761
N 1.0305 -1.8118 -0.0681
C 0.1404 -1.1342 0.5529
C -0.5964 0.1863 0.4185
O -0.9628 0.5815 -0.9604
S 0.3000 1.5456 -0.6310
H -0.1963 -1.3882 1.4834
H -1.2504 0.3417 1.2515
*
```


*two*
DFT (ωB97M-V/def2-TZVPD) results for one molecule with the formula C2H3NO2S.

Summary:
LUMO level (spin up / spin down): 0.0 / -3.0 eV
expectation value of S²: 2.006
HOMO-LUMO gap (spin up / spin down): 7.353 / 8.074 eV

ORCA input file:
```
! wB97M-V def2-TZVPD RIJCOSX def2/J DEFGRID3
* xyz 0 3
O 1.0184 1.6012 -1.0651
O 2.6132 0.5516 -0.0728
C -0.4217 -0.8188 -0.9933
H -0.1750 0.8182 0.8371
C 0.4791 -0.0629 0.3294
N 1.4108 0.7807 -0.3038
S -0.9121 -2.2567 -0.7209
H -0.6257 -0.2685 -1.8811
H 0.8051 -0.8180 1.0540
*
```


Energy above the most stable structure, in eV: *one* 0.000; *two* 0.671


*one*
DFT (ωB97M-V/def2-TZVPD) results for a 3-piece molecular cluster, C4H15NO2 overall.

Summary:
LUMO level: 0.6 eV
HOMO-LUMO gap: 9.667 eV

ORCA input file:
```
! wB97M-V def2-TZVPD RIJCOSX def2/J DEFGRID3
* xyz 0 1
H -2.1681 -1.0205 -1.9914
H -2.7882 1.9023 -1.2068
C -3.0671 0.8777 -1.5616
H -3.7935 0.9593 -2.3646
C -0.6794 -0.0835 -0.9337
H -0.1853 -1.1076 0.8049
H 0.0303 -0.7506 -1.3909
H -1.8241 -1.0417 0.4847
H -0.8453 1.3619 -3.2827
O 3.6394 0.0500 5.2279
H 4.0981 0.8901 5.3305
H 4.8843 -0.4905 2.8634
H -0.5380 -0.3270 -3.5596
C -1.8994 0.0298 -1.8308
H -3.7479 0.5880 -0.7346
H -2.0971 0.3215 -3.9228
H 4.9358 -1.9274 3.0200
H 2.7659 0.2182 5.5985
H -0.0280 0.8986 -0.8740
N -0.9443 -0.5493 0.4570
O 5.5366 -1.1736 3.0846
C -1.2848 0.3745 -3.2178
*
```


*two*
DFT (ωB97M-V/def2-TZVPD) results for C4H15NO2 as an isolated structure.

Summary:
LUMO level: -2.5 eV
HOMO-LUMO gap: 5.654 eV

ORCA input file:
```
! wB97M-V def2-TZVPD RIJCOSX def2/J DEFGRID3
* xyz 0 1
H -0.4134 -2.0390 -1.7166
H -0.7292 2.1968 0.3126
O -0.8815 1.2689 0.4583
H -1.6449 -0.7241 -1.4361
H -1.9946 -2.5513 0.0624
O -0.4645 0.0279 2.8686
H -0.6763 0.6979 2.2242
H 2.8053 1.0341 -0.9254
C -0.7005 -1.3089 -0.9386
H 0.0093 0.5120 -0.0667
H -0.3721 -2.5718 0.7905
H 1.6694 -0.2481 -2.4862
N 0.4888 -0.4346 -0.6780
C 1.8122 1.4675 -1.0728
H 1.5104 1.1764 0.8405
H 0.2451 0.8911 -2.4308
H -0.8358 0.3320 3.7192
C -1.1135 -1.9834 0.3872
H 1.6985 2.5215 -1.3620
H -1.4721 -1.2451 1.0749
H 1.3203 1.5714 -0.0959
C 1.0395 0.3437 -1.7714
*
```


Energy above the most stable structure, in eV: *one* 0.000; *two* 6.621